ORCA calculation (ωB97M-V with the def2-TZVPD basis set) on a 12-piece molecular cluster, C40H110N6O14 overall at a distorted geometry.

Calculated values
* ΔE to the lowest compared entry with this formula, charge and spin: 3.195 eV
* SMILES string: COC[C@H](C)N.COC[C@H](C)N.COC[C@H](C)N.COC[C@H](C)N.COC[C@H](C)N.COC[C@H](C)N.CC(C)O.CC(C)O.CC(C)O.CC(C)O.OCCO.OCCO
* DFT total energy: -2971.6947 Eh
* HOMO energy: -9.0392 eV
* spin multiplicity: 1
* HOMO-LUMO gap: 0.344 hartree

Last column: Löwdin charge in e.
Atoms and positions in Å:
C 4.466 1.292 2.759  -0.0634
O 3.275 1.581 3.479  -0.2001
C 2.635 0.471 3.957  -0.2378
C 1.264 0.982 4.533  -0.4277
C 1.547 1.926 5.705  -0.0473
N 0.400 -0.084 4.894  0.0553
H 5.099 0.808 3.523  0.0950
H 4.841 2.241 2.458  0.0739
H 4.246 0.623 1.936  0.0763
H 2.314 -0.229 3.212  0.0797
H 3.255 0.014 4.769  0.1440
H 0.753 1.562 3.778  0.1207
H 2.153 2.802 5.429  0.0831
H 2.128 1.411 6.532  0.0961
H 0.635 2.287 6.226  0.0804
H 0.598 -0.437 5.790  0.0740
H 0.388 -0.938 4.303  0.0795
C 3.368 5.581 1.759  -0.1288
O 2.801 6.096 0.599  -0.1703
C 2.016 5.187 -0.110  -0.2279
C 2.858 4.185 -0.871  -0.4384
C 2.224 3.783 -2.194  -0.0673
N 3.195 2.976 -0.118  0.0569
H 3.560 6.402 2.432  0.0792
H 4.377 5.109 1.629  0.1009
H 2.699 4.947 2.319  0.0781
H 1.231 4.772 0.572  0.1329
H 1.460 5.753 -0.878  0.1191
H 3.752 4.793 -1.056  0.1396
H 2.158 4.728 -2.811  0.1011
H 1.228 3.365 -2.064  0.0534
H 2.857 3.037 -2.719  0.0777
H 2.908 2.174 -0.685  0.0382
H 2.616 2.804 0.730  0.0697
C 4.849 -2.417 2.207  -0.1288
O 4.811 -2.063 0.840  -0.1635
C 3.594 -2.550 0.339  -0.2265
C 3.374 -2.128 -1.087  -0.4048
C 4.515 -2.470 -2.039  -0.0620
N 3.158 -0.665 -1.294  0.0605
H 3.927 -2.177 2.824  0.0807
H 5.637 -1.900 2.768  0.0858
H 4.925 -3.542 2.302  0.1019
H 3.738 -3.618 0.337  0.1197
H 2.698 -2.218 0.923  0.1205
H 2.469 -2.654 -1.397  0.1021
H 5.403 -1.803 -1.973  0.0903
H 4.208 -2.353 -3.100  0.0753
H 4.802 -3.528 -1.903  0.0804
H 4.017 -0.244 -1.045  0.0544
H 2.485 -0.294 -0.596  0.0407
C -3.943 -0.851 -2.169  -0.0924
O -3.187 -1.243 -3.276  -0.2170
C -3.654 -2.330 -4.026  -0.2265
C -2.679 -2.495 -5.195  -0.4036
C -1.295 -2.896 -4.690  -0.0680
N -2.594 -1.244 -5.970  0.0333
H -4.698 -0.205 -2.491  0.0674
H -3.277 -0.416 -1.413  0.0695
H -4.421 -1.792 -1.776  0.0958
H -3.776 -3.254 -3.433  0.1205
H -4.660 -2.165 -4.403  0.1169
H -3.100 -3.330 -5.840  0.1523
H -0.564 -2.868 -5.463  0.0592
H -1.277 -3.871 -4.159  0.0756
H -0.791 -2.175 -4.032  0.0676
H -2.619 -0.445 -5.325  0.0527
H -3.414 -0.995 -6.566  0.0876
C -2.566 2.431 -4.214  -0.0740
O -2.931 3.761 -3.857  -0.1666
C -2.122 4.488 -3.014  -0.2498
C -2.837 5.134 -1.874  -0.4412
C -1.923 5.759 -0.861  -0.0803
N -3.693 4.149 -1.139  0.0403
H -3.266 2.072 -4.951  0.0809
H -2.692 1.672 -3.402  0.0815
H -1.546 2.319 -4.584  0.0683
H -1.334 3.858 -2.523  0.1305
H -1.646 5.296 -3.563  0.1268
H -3.541 5.906 -2.203  0.1414
H -1.205 6.427 -1.426  0.0917
H -1.243 5.042 -0.395  0.0598
H -2.348 6.431 -0.090  0.0842
H -4.294 3.713 -1.844  0.0633
H -3.156 3.363 -0.776  0.0552
C -0.081 -3.638 -0.742  -0.0338
O 0.005 -2.465 0.146  -0.2085
C -0.230 -1.332 -0.580  -0.2368
C -0.315 -0.098 0.296  -0.3859
C -0.666 1.120 -0.496  -0.0513
N 1.042 0.154 0.899  0.0802
H 0.659 -3.753 -1.538  0.0591
H -1.017 -3.598 -1.312  0.0810
H -0.115 -4.491 -0.033  0.0926
H 0.540 -1.224 -1.381  0.1276
H -1.201 -1.439 -1.092  0.1155
H -1.052 -0.192 1.052  0.1181
H -1.569 0.984 -1.148  0.0749
H 0.201 1.300 -1.207  0.0924
H -0.735 1.980 0.146  0.0703
H 1.228 -0.601 1.560  0.0368
H 0.977 0.904 1.568  0.0571
C 2.276 -5.052 -3.971  -0.0604
C 1.749 -6.219 -3.167  -0.4397
C 2.346 -6.317 -1.737  -0.0336
O 0.304 -6.062 -2.941  -0.0853
H 3.301 -5.263 -4.181  0.0639
H 2.280 -4.075 -3.379  0.0881
H 1.714 -4.963 -4.926  0.0884
H 1.835 -7.167 -3.751  0.1414
H 2.068 -7.323 -1.470  0.0707
H 1.894 -5.648 -1.046  0.0466
H 3.420 -6.293 -1.749  0.0729
H -0.164 -6.237 -3.751  0.0662
C -5.328 -3.144 1.390  -0.0627
C -3.806 -3.341 1.303  -0.4601
C -3.465 -4.474 0.273  -0.0466
O -3.065 -2.213 0.800  -0.0885
H -5.758 -2.953 0.382  0.0867
H -5.590 -2.285 2.047  0.0762
H -5.739 -4.047 1.820  0.0698
H -3.443 -3.634 2.319  0.1365
H -3.412 -4.203 -0.801  0.0706
H -4.210 -5.272 0.386  0.0734
H -2.418 -4.826 0.479  0.0680
H -3.235 -1.462 1.458  0.1026
C -3.975 1.920 5.925  -0.0578
C -3.074 1.027 5.126  -0.5083
C -3.791 0.463 3.877  -0.0466
O -1.859 1.683 4.882  -0.0832
H -4.922 1.400 6.190  0.0931
H -4.189 2.900 5.448  0.0858
H -3.424 2.102 6.828  0.0703
H -2.809 0.096 5.702  0.1482
H -4.586 -0.268 4.163  0.0914
H -3.054 -0.181 3.383  0.0551
H -4.088 1.221 3.194  0.0684
H -1.166 0.994 4.947  0.0420
C 3.032 0.869 -5.267  -0.0749
C 1.637 0.807 -4.687  -0.4791
C 0.557 0.764 -5.789  -0.0478
O 1.486 -0.377 -3.860  -0.1257
H 3.063 1.661 -6.042  0.0842
H 3.288 -0.098 -5.795  0.0983
H 3.823 0.981 -4.488  0.0784
H 1.407 1.568 -3.942  0.1032
H 0.037 1.693 -5.982  0.0578
H -0.168 -0.032 -5.535  0.0548
H 0.972 0.299 -6.716  0.0891
H 2.312 -0.476 -3.282  0.0618
O -0.251 -5.375 2.544  -0.0619
C 0.033 -4.711 3.741  -0.2613
C 0.999 -3.603 3.420  -0.2692
O 0.429 -2.501 2.801  -0.0769
H -0.575 -6.258 2.680  0.0842
H -0.944 -4.384 4.238  0.1409
H 0.441 -5.413 4.433  0.1045
H 1.900 -4.084 2.957  0.1333
H 1.365 -3.227 4.396  0.1218
H 0.152 -2.681 1.898  0.0482
O -1.174 4.117 3.669  -0.0822
C -2.191 5.022 4.091  -0.2663
C -1.788 6.426 3.736  -0.2713
O -0.736 6.896 4.541  -0.0361
H -1.334 3.307 4.106  -0.0013
H -3.164 4.758 3.527  0.1355
H -2.363 4.913 5.223  0.1417
H -2.655 7.103 3.961  0.1320
H -1.509 6.449 2.640  0.1282
H 0.005 6.464 4.218  0.0384